DFT (ωB97M-V/def2-TZVPD) results for C24H18AsF5N3O8RuS3 as an isolated structure.

XYZ file:
```
63
Properties=species:S:1:pos:R:3:mulliken_spin:R:1
Ru -0.56 -0.33 0.10 -0.015
O -3.20 -1.97 -6.38 0.170
N -2.80 -0.78 -6.25 0.127
O -2.86 0.03 -7.22 0.179
C -2.23 -0.34 -5.06 0.003
C -1.80 0.99 -5.00 0.323
C -1.24 1.52 -3.83 -0.056
C -0.75 2.85 -3.71 0.060
C -0.22 3.27 -2.52 -0.052
C -0.15 2.39 -1.43 0.099
N -0.59 1.15 -1.52 -0.041
C -1.12 0.72 -2.68 0.044
C -1.55 -0.64 -2.72 0.002
N -1.40 -1.34 -1.58 0.026
C -1.73 -2.62 -1.53 0.015
C -2.21 -3.27 -2.66 0.015
C -2.40 -2.57 -3.83 0.023
C -2.08 -1.21 -3.90 -0.014
H -1.91 1.60 -5.88 0.048
H -0.80 3.51 -4.56 0.002
H 0.17 4.27 -2.41 -0.001
H 0.26 2.68 -0.48 0.009
H -1.59 -3.12 -0.59 0.007
H -2.44 -4.32 -2.59 0.003
H -2.79 -3.05 -4.72 0.013
O 2.74 1.69 -1.38 0.004
As 2.76 0.98 0.22 -0.003
O 3.57 1.98 1.23 0.000
O 1.21 0.56 0.69 0.003
C 3.79 -0.66 -0.01 0.000
C 5.01 -0.68 0.66 0.000
C 5.84 -1.79 0.58 0.000
C 5.47 -2.88 -0.18 0.000
C 4.25 -2.87 -0.86 0.000
C 3.42 -1.76 -0.77 -0.001
S 1.87 -1.82 -1.64 -0.001
O 1.85 -3.08 -2.35 0.000
O 0.86 -1.80 -0.55 0.002
O 1.81 -0.63 -2.47 0.001
H 2.37 1.02 -1.98 0.000
H 5.27 0.19 1.26 0.000
H 6.78 -1.79 1.12 0.000
H 6.11 -3.75 -0.24 0.000
H 3.93 -3.71 -1.45 0.000
C -3.03 2.28 3.31 0.000
C -2.69 1.36 2.16 0.000
S -1.06 1.45 1.57 -0.001
C -3.53 0.50 1.58 0.000
C -4.96 0.27 1.97 0.000
S -2.97 -0.44 0.23 0.000
H -2.16 2.90 3.56 0.000
H -3.29 1.72 4.20 0.000
H -3.86 2.95 3.06 0.000
H -5.28 0.99 2.73 0.000
H -5.10 -0.74 2.38 0.000
H -5.62 0.36 1.11 0.000
F -0.68 -2.99 1.31 0.000
C -0.56 -1.66 1.71 0.008
F -1.59 -1.51 2.62 0.000
C 0.68 -1.70 2.65 0.001
F 0.83 -0.56 3.32 0.000
F 0.52 -2.68 3.59 0.000
F 1.82 -1.98 2.02 0.000
```

Values from the calculation:
LUMO level (alpha / beta): 4.4 / 4.3 eV
energy above the lowest of the compared OMol25 structures with the same formula, charge and spin: 24.9 kcal per mole
molar mass: 843.6 Da
expectation value of S²: 0.78
E_HOMO (alpha / beta): -0.95 / -1.97 eV
multiplicity: 2
total charge: -2
electronic energy: -5716.21291 hartree